No. 1
Here is a 3-piece molecular cluster, C3H7IN overall from the Open Molecules 2025 dataset. Energies are from the ωB97M-V functional and the def2-TZVPD basis.

The charge is +1. The value obtained for the frontier orbital gap (alpha / beta) is 3.9716 / 3.9702 eV. For the total energy, the calculation gives -12802.0083 eV. The molecular weight comes out at 184.000 g mol⁻¹. The energy relative to the best compared isomer or geometry (same formula, charge and spin) is 6.481 eV.

Structure (XYZ):
```
12
Properties=species:S:1:pos:R:3:lowdin_charge:R:1
C -3.56 0.11 2.71 0.074
C -3.71 0.61 0.60 -0.379
C -2.33 -0.03 3.06 0.020
N 6.38 -0.57 -3.70 0.023
I -4.87 -0.34 -0.79 1.095
H -4.49 0.07 3.08 0.036
H -3.06 1.36 0.23 -0.033
H -1.46 0.19 2.44 0.103
H -2.21 -0.27 4.08 0.084
H 6.67 -1.21 -4.35 -0.034
H 7.09 0.12 -3.43 0.022
H 5.56 -0.04 -3.92 -0.011
```

No. 2
Here is C3H7IN2 as an isolated structure from the Open Molecules 2025 dataset. Energies are from the ωB97M-V functional and the def2-TZVPD basis.

The value obtained for the frontier orbital gap (alpha / beta) is 7.4358 / 7.4369 eV. For the total energy, the calculation gives -14298.0804 eV. The molecular weight comes out at 198.007 g mol⁻¹. The energy relative to the best compared isomer or geometry (same formula, charge and spin) is 7.249 eV.

Structure (XYZ):
```
13
Properties=species:S:1:pos:R:3:lowdin_charge:R:1
C 2.63 1.62 -0.20 -0.567
C -0.54 -1.39 -0.44 -0.082
C -0.39 0.92 -0.03 -0.057
N 0.93 -0.53 1.20 -0.071
N 0.06 -0.44 0.37 -0.476
I 3.32 -0.25 0.10 0.851
H 2.59 2.08 0.84 -0.107
H -0.73 -2.34 0.13 0.115
H -1.46 -1.05 -0.77 0.042
H 0.11 -1.48 -1.40 0.137
H -0.37 1.51 0.91 0.097
H 0.41 1.43 -0.63 0.052
H -1.40 0.85 -0.39 0.064
```

No. 3
Here is an isolated ion of composition C3H7IN3 and charge +1 from the Open Molecules 2025 dataset. Energies are from the ωB97M-V functional and the def2-TZVPD basis.

The charge is +1. The value obtained for the frontier orbital gap (alpha / beta) is 6.6983 / 8.0985 eV. For the total energy, the calculation gives -15783.5425 eV. The molecular weight comes out at 212.014 g mol⁻¹. The energy relative to the best compared isomer or geometry (same formula, charge and spin) is 4.751 eV.

Structure (XYZ):
```
14
Properties=species:S:1:pos:R:3:lowdin_charge:R:1
C 0.45 1.18 0.00 -0.094
C -0.66 -1.48 -0.22 -0.410
C 0.74 -1.09 0.43 -0.133
N -1.53 -0.82 0.55 -0.562
N 1.25 0.17 -0.10 0.087
N 0.23 2.43 -0.16 0.176
I -3.08 0.17 -0.14 0.901
H -0.75 -1.24 -1.30 0.110
H -0.77 -2.56 0.15 0.168
H 0.62 -0.98 1.51 0.136
H 1.35 -1.91 0.25 0.102
H 2.01 0.20 -0.75 0.173
H -0.74 2.59 0.11 0.109
H 0.90 3.33 -0.33 0.238
```

No. 4
Here is a 2-piece molecular cluster, C3H7IN4S overall from the Open Molecules 2025 dataset. Energies are from the ωB97M-V functional and the def2-TZVPD basis.

The value obtained for the frontier orbital gap is 6.1914 eV. For the total energy, the calculation gives -28114.6961 eV. The molecular weight comes out at 258.088 g mol⁻¹. The energy relative to the best compared isomer or geometry (same formula, charge and spin) is 0.939 eV.

Structure (XYZ):
```
16
Properties=species:S:1:pos:R:3:lowdin_charge:R:1
C -1.77 1.39 -1.88 0.028
C -1.26 0.54 -1.07 -0.204
C -0.99 -0.31 1.13 -0.037
N 1.49 -0.92 0.34 -0.041
N 0.87 -0.14 -0.44 0.058
N 2.68 -1.29 -0.06 0.081
N -0.48 0.09 -0.20 -0.128
S -3.52 -1.37 -1.09 -0.390
I -4.53 0.39 0.17 0.149
H -2.42 1.20 -2.64 0.029
H -1.70 2.54 -1.75 0.138
H -0.19 -0.73 1.79 0.093
H -1.46 0.58 1.55 0.086
H -1.75 -0.95 1.00 -0.029
H 3.08 -1.18 -0.93 0.084
H 3.20 -1.97 0.40 0.083
```